1.
The following is a DFT calculation (ωB97M-V/def2-TZVPD) of C8H12N3S6SbTl as an isolated structure in a non-equilibrium geometry.

total energy: -3278.24508 hartree
lowest unoccupied orbital energy (spin up / spin down): 0.137 / 0.137 Eh
maximum force: 1.82 eV Å⁻¹
2S+1: 2
frontier orbital gap (spin up / spin down): 4.9 / 5.3 eV
net charge: -2
molecular weight: 668.750 g mol⁻¹
HOMO (spin up / spin down): -1.209 / -1.515 eV

```
31
C8H12N3S6SbTl (ωB97M-V/def2-TZVPD)
Tl -3.202 -0.158 1.622
Sb -4.768 3.106 1.848
S 2.877 1.228 -1.503
S 0.400 -1.063 -1.178
S 0.436 1.216 0.999
S -5.594 0.999 2.687
S -4.385 4.572 3.606
S -2.659 2.509 0.845
N -4.571 -2.010 -2.530
N -4.248 -4.204 -3.530
N -4.066 -0.765 -0.520
C 0.478 -1.487 0.593
C 3.212 -0.572 -1.353
C 2.068 -1.468 -1.803
C 1.910 2.300 0.964
C -4.369 -3.180 -2.999
C 3.145 1.836 0.206
C 1.122 -0.424 1.468
C -4.264 -1.419 -1.467
H 0.960 -2.462 0.702
H 3.821 2.688 0.100
H 1.942 -1.389 -2.882
H 1.501 3.199 0.503
H 2.207 2.536 1.990
H 0.883 -0.613 2.517
H 2.201 -0.406 1.352
H 4.084 -0.773 -1.982
H -0.580 -1.571 0.862
H 2.297 -2.505 -1.547
H 3.485 -0.774 -0.319
H 3.679 1.057 0.748
```

=====

2.
The following is a DFT calculation (ωB97M-V/def2-TZVPD) of C44H38N7O4Ru as an isolated structure in a non-equilibrium geometry.

total energy: -2478.16598 hartree
lowest unoccupied orbital energy (spin up / spin down): -0.237 / -0.238 Eh
maximum force: 2.85 eV Å⁻¹
2S+1: 2
frontier orbital gap (spin up / spin down): 5.3 / 5.2 eV
net charge: +2
molecular weight: 829.903 g mol⁻¹
HOMO (spin up / spin down): -11.721 / -11.698 eV

```
94
C44H38N7O4Ru (ωB97M-V/def2-TZVPD)
Ru -1.217 -0.326 0.724
O 0.636 -1.150 0.870
O 2.565 2.327 -2.756
O 1.585 -3.783 -2.150
O 0.598 0.762 -0.996
N -3.147 -0.154 -0.037
N 3.296 1.458 -0.198
N -1.186 0.173 2.863
N -1.404 2.093 1.018
N -1.071 -1.429 -0.922
N 0.022 -2.105 -1.099
N -1.810 -2.409 2.026
C 2.569 2.625 -0.414
C 3.131 -2.344 0.827
C -1.732 -4.759 2.397
C 2.498 -3.525 -1.195
C -1.166 2.495 2.279
C -1.321 -2.212 3.261
C 4.666 -3.864 -0.188
C -1.020 3.846 2.591
C 0.903 -1.939 -0.115
C -2.600 -3.872 0.240
C 1.581 4.327 -1.816
C 3.117 -0.949 -2.956
C -4.506 -0.775 -1.949
C -4.238 0.373 0.525
C 2.327 3.442 0.694
C -1.745 2.534 -1.348
C -1.296 -0.580 5.125
C -1.526 2.993 0.050
C -1.246 -0.828 3.753
C -5.609 -0.237 -1.345
C -1.137 1.747 4.663
C -5.479 0.348 -0.074
C -1.188 4.792 1.597
C 2.604 -0.109 -1.956
C 1.342 5.109 -0.704
C 1.731 4.674 0.555
C -2.105 -1.393 -1.765
C -0.954 -3.275 4.084
C 1.175 0.238 -1.973
C 3.455 0.373 -0.948
C -1.170 -4.571 3.644
C 2.184 -2.614 -0.167
C 2.349 -1.353 -4.023
C 3.751 -4.129 -1.190
C -1.452 4.362 0.312
C 0.467 -0.117 -3.178
C -3.259 -0.756 -1.281
C -1.142 1.446 3.299
C -1.226 0.722 5.586
C -2.022 -3.650 1.598
C 4.361 -2.965 0.826
C 1.026 -0.891 -4.148
C 2.214 3.092 -1.701
C 2.452 2.844 -4.067
H 2.630 3.099 1.673
H 0.455 -1.147 -5.026
H -3.246 -3.046 -0.044
H -2.073 -1.907 -2.717
H -3.173 -4.794 0.221
H 1.916 -4.461 -2.758
H 1.592 5.306 1.416
H -4.565 -1.241 -2.918
H 1.408 2.992 -4.351
H -1.903 1.460 -1.372
H 2.767 -1.985 -4.789
H 4.339 -0.215 -0.723
H 0.880 6.075 -0.826
H 2.895 2.084 -4.707
H -0.557 0.216 -3.258
H -1.946 -5.749 2.028
H -1.599 5.065 -0.491
H -6.335 0.761 0.430
H -1.415 -1.392 5.821
H -1.796 -3.964 -0.491
H 1.305 4.694 -2.792
H 4.009 -4.820 -1.980
H -0.849 2.758 -1.924
H 5.620 -4.366 -0.191
H -0.925 -5.412 4.276
H -0.795 4.164 3.593
H -2.587 3.052 -1.800
H 5.074 -2.767 1.611
H -1.262 0.936 6.642
H 2.859 -1.635 1.596
H 3.873 1.504 0.637
H 4.160 -1.230 -2.912
H -1.098 2.768 4.997
H 3.004 3.780 -4.172
H -0.503 -3.103 5.047
H -6.574 -0.277 -1.825
H -1.116 5.843 1.827
H -4.101 0.821 1.503
```

=====

3.
The following is a DFT calculation (ωB97M-V/def2-TZVPD) of C53H42ErNO2P3S as an isolated structure in a non-equilibrium geometry.

total energy: -4687.29273 hartree
lowest unoccupied orbital energy (spin up / spin down): -0.099 / -0.097 Eh
maximum force: 1.71 eV Å⁻¹
2S+1: 4
frontier orbital gap (spin up / spin down): 7.3 / 7.4 eV
net charge: +1
molecular weight: 1017.173 g mol⁻¹
HOMO (spin up / spin down): -10.039 / -10.046 eV

```
103
C53H42ErNO2P3S (ωB97M-V/def2-TZVPD)
Er -0.110 -0.215 0.138
S -1.467 -2.365 0.751
P -2.791 0.595 -0.281
P -0.685 2.619 0.022
P 2.776 0.370 0.471
O 0.584 -8.444 -1.220
O 0.498 -8.870 0.948
N -2.204 2.171 -0.653
C 0.306 2.762 -1.518
C -5.715 2.341 1.927
C 5.285 -0.636 -0.447
C -0.076 -6.653 0.172
C 0.589 -0.244 5.115
C 1.881 -0.869 -1.862
C -1.759 6.925 1.135
C 1.466 -1.918 -2.673
C 2.946 -0.954 4.886
C -5.531 0.197 0.169
C -0.992 -4.616 -0.739
C -0.385 -4.729 1.586
C -1.426 6.008 2.119
C 1.740 -0.470 4.333
C -6.742 0.512 0.755
C 0.361 -8.050 -0.107
C -4.191 0.705 -2.726
C 1.858 -3.463 -0.866
C 0.010 -6.040 1.422
C 5.168 1.671 0.242
C -4.413 0.980 0.438
C -1.066 4.719 1.767
C -3.626 -0.640 -4.631
C 0.795 2.025 -3.759
C -0.575 -5.917 -0.904
C 1.431 3.583 -1.552
C -0.628 0.421 3.150
C -6.839 1.588 1.624
C -3.218 0.050 -1.976
C 2.277 -1.116 -0.536
C 1.465 -3.213 -2.174
C 2.220 3.633 -2.687
C 6.640 -0.483 -0.685
C 4.043 -0.750 2.755
C -1.378 5.274 -0.565
C 1.677 -0.204 2.939
C 7.257 0.737 -0.459
C -0.561 0.219 4.540
C 1.897 2.863 -3.795
C 0.010 1.957 -2.618
C 0.459 0.204 2.318
C 4.546 0.444 0.026
C -0.886 -4.002 0.509
C -4.389 0.362 -4.051
C 2.238 -2.420 -0.037
C -1.735 6.559 -0.203
C 2.876 -0.317 2.171
C -2.451 -0.954 -2.566
C -1.042 4.354 0.425
C -4.501 2.036 1.344
C 4.061 -1.113 4.110
C 6.522 1.817 0.003
C -2.664 -1.304 -3.887
H -1.702 -1.484 -1.965
H -0.336 -4.256 2.556
H 7.216 -1.323 -1.044
H 1.671 4.189 -0.688
H -1.436 0.412 5.142
H 1.165 -4.035 -2.806
H 8.315 0.841 -0.638
H -1.445 6.301 3.157
H 0.538 1.429 -4.623
H 0.215 -8.462 1.776
H 0.398 -6.569 2.284
H -2.083 -2.094 -4.339
H 7.004 2.767 0.175
H 1.191 -1.726 -3.701
H -0.873 1.322 -2.609
H -3.617 2.616 1.582
H 4.976 -1.493 4.538
H 4.812 -1.592 -0.618
H -2.037 7.932 1.408
H 1.879 -4.475 -0.494
H -1.414 -4.063 -1.567
H -5.447 -0.648 -0.502
H 2.502 2.921 -4.688
H -1.578 0.777 2.730
H -2.875 2.913 -0.846
H 2.548 -2.612 0.982
H -1.349 4.980 -1.606
H -1.994 7.279 -0.964
H -7.615 -0.083 0.535
H 3.082 4.282 -2.714
H 0.639 -0.449 6.175
H -0.798 3.990 2.519
H -0.637 -6.402 -1.865
H 2.019 0.128 -2.280
H 4.580 2.501 0.613
H 2.968 -1.189 5.940
H -3.780 -0.898 -5.667
H -4.786 1.482 -2.267
H -7.787 1.831 2.077
H -5.139 0.877 -4.632
H -5.786 3.167 2.619
H 4.957 -0.816 2.179
```

=====

4.
The following is a DFT calculation (ωB97M-V/def2-TZVPD) of an isolated ion of composition C4H12N3 and charge +1 in a non-equilibrium geometry.

total energy: -323.48788 hartree
lowest unoccupied orbital energy (spin up / spin down): -0.206 / -0.192 Eh
maximum force: 6.24 eV Å⁻¹
structure (SMILES): C/N=[N+](/C)N(C)C
frontier orbital gap (spin up / spin down): 8.6 / 8.7 eV
net charge: +1
molecular weight: 102.161 g mol⁻¹
HOMO (spin up / spin down): -14.161 / -13.943 eV

```
19
C4H12N3 (ωB97M-V/def2-TZVPD)
N -0.007 -0.212 0.812
N 0.673 -1.466 1.228
N -0.081 0.285 -0.399
C 1.230 -2.272 0.237
C -0.282 0.576 1.976
C -0.126 1.720 -0.544
C -0.627 -0.465 -1.508
H 0.630 2.191 0.082
H -1.627 -0.083 -1.737
H 2.021 -2.826 0.750
H -0.002 -0.333 -2.393
H 0.083 1.958 -1.585
H -0.712 -1.521 -1.273
H 0.525 1.284 2.189
H -1.217 1.122 1.861
H -1.106 2.137 -0.292
H -0.346 -0.112 2.819
H 0.523 -3.036 -0.115
H 1.637 -1.733 -0.625
```

=====

5.
The following is a DFT calculation (ωB97M-V/def2-TZVPD) of a 2-piece molecular cluster, C2H9NO overall in a non-equilibrium geometry.

total energy: -211.55481 hartree
lowest unoccupied orbital energy: 0.029 Eh
maximum force: 1.75 eV Å⁻¹
structure (SMILES): CNC.O
frontier orbital gap: 9.2 eV
molecular weight: 63.100 g mol⁻¹
HOMO: -8.394 eV

```
13
C2H9NO (ωB97M-V/def2-TZVPD)
O -1.818 3.791 -0.845
N -1.062 -0.616 -0.682
C -1.182 -0.423 -2.117
C 0.000 0.000 0.000
H -2.267 -0.564 -2.254
H -0.273 1.045 0.225
H -1.888 -0.350 -0.131
H -0.650 -1.181 -2.716
H 0.204 -0.523 0.949
H -1.443 3.728 0.063
H -0.907 0.578 -2.492
H 0.922 0.001 -0.606
H -1.219 4.412 -1.318
```

=====

6.
The following is a DFT calculation (ωB97M-V/def2-TZVPD) of an isolated ion of composition CH7N4 and charge +1 in a non-equilibrium geometry.

total energy: -260.93326 hartree
lowest unoccupied orbital energy: -0.177 Eh
maximum force: 4.49 eV Å⁻¹
structure (SMILES): CN=[N+](N)N
frontier orbital gap: 10.7 eV
net charge: +1
molecular weight: 75.095 g mol⁻¹
HOMO: -15.540 eV

```
12
CH7N4 (ωB97M-V/def2-TZVPD)
N 0.720 -1.128 0.497
N -0.350 0.841 -0.142
N 1.885 0.930 -0.252
N 0.732 0.275 0.007
C -1.638 0.306 0.001
H 1.494 -1.469 0.987
H -2.300 1.193 0.004
H -1.899 -0.196 -0.904
H -1.739 -0.288 0.896
H -0.295 -1.429 0.713
H 2.698 0.722 0.271
H 1.808 1.963 -0.415
```

=====

7.
The following is a DFT calculation (ωB97M-V/def2-TZVPD) of a 8-piece molecular cluster, C20H41BrCl14N3O4P2S overall in a non-equilibrium geometry.

total energy: -11349.16335 hartree
lowest unoccupied orbital energy: -0.106 Eh
maximum force: 2.04 eV Å⁻¹
frontier orbital gap: 8.6 eV
net charge: +1
molecular weight: 1057.826 g mol⁻¹
HOMO: -11.442 eV

```
86
C20H41BrCl14N3O4P2S (ωB97M-V/def2-TZVPD)
Br 3.879 1.724 3.495
Cl 4.313 -6.735 -1.396
Cl -5.948 -0.781 0.382
Cl 5.197 0.724 -1.234
Cl 3.253 -3.654 1.595
Cl -0.219 3.511 6.666
Cl -8.827 -0.159 -3.356
Cl -6.416 1.018 -6.313
Cl 0.943 -3.606 -0.880
Cl 4.816 -0.048 -4.516
Cl -6.547 0.030 -9.560
Cl -3.936 -0.719 3.118
Cl 0.068 3.948 10.022
Cl 3.768 -7.550 -4.653
Cl -7.100 -3.004 -4.093
S 1.952 4.482 -0.465
P 0.983 0.146 -0.265
P 2.847 3.090 0.556
O -0.371 0.609 -0.653
O -1.303 -1.959 1.242
O 2.806 4.203 4.332
O 2.935 5.405 3.579
N -0.804 1.068 2.393
N 0.319 -1.071 2.730
N 1.131 1.019 3.707
C 0.437 0.361 2.496
C -0.505 -1.600 1.987
C -6.113 1.648 -8.956
C 1.878 -4.778 1.397
C -5.229 -1.903 2.763
C 5.265 -6.201 -2.810
C 4.406 -6.009 -4.033
C -5.342 -2.188 1.289
C 1.076 4.703 8.765
C 2.001 2.147 3.200
C -7.067 -0.413 -3.224
C 5.526 1.444 -3.853
C 0.289 5.006 7.517
C 6.286 1.187 -2.578
C -6.538 -1.320 -4.304
C 1.453 0.706 1.408
C 1.578 -5.056 -0.051
C -5.370 1.580 -7.647
C 1.665 3.520 3.887
C 1.665 2.199 1.674
H 6.807 2.091 -2.268
H 1.021 -4.344 1.907
H 0.770 2.813 1.613
H 1.118 4.161 3.200
H 2.461 -5.387 -0.593
H -5.480 2.112 -9.711
H -4.978 -2.816 3.299
H 3.562 -5.355 -3.826
H 1.624 0.392 4.348
H -5.450 -1.341 -4.264
H -1.087 1.195 1.422
H -6.599 0.567 -3.308
H 1.134 -1.253 -0.303
H 3.804 5.313 3.156
H 6.205 1.841 -4.605
H -6.156 -1.509 3.170
H 6.045 -6.938 -2.981
H -4.384 -2.475 0.862
H 5.735 -5.257 -2.538
H -7.027 2.229 -8.865
H 3.453 2.172 -0.318
H -4.517 0.909 -7.708
H 4.722 2.159 -3.700
H -6.048 -3.001 1.128
H -5.012 2.571 -7.375
H 7.017 0.392 -2.697
H 1.910 4.037 8.558
H 2.369 0.169 1.677
H 0.902 5.576 6.821
H 3.799 3.685 1.397
H 5.001 -5.564 -4.829
H 1.066 3.337 4.790
H -6.859 -0.811 -2.234
H 1.466 5.631 9.177
H 0.815 -5.830 -0.128
H -6.839 -0.980 -5.296
H 1.938 0.719 -1.129
H 2.146 -5.705 1.901
H -0.609 5.577 7.736
H -1.522 0.629 2.958
H 0.377 1.513 4.196
```

=====

8.
The following is a DFT calculation (ωB97M-V/def2-TZVPD) of the molecule C25H18F3NO4.

total energy: -1618.84099 hartree
lowest unoccupied orbital energy: -0.022 Eh
maximum force: 0.87 eV Å⁻¹
structure (SMILES): CCOc1cc(/C=C2\C(=O)N(c3cccc(C(F)(F)F)c3)C(=O)c3ccccc32)ccc1O
frontier orbital gap: 7.5 eV
molecular weight: 453.416 g mol⁻¹
HOMO: -8.049 eV

```
51
C25H18F3NO4 (ωB97M-V/def2-TZVPD)
F -5.157 -2.267 2.322
F -6.068 -3.584 0.889
F -7.016 -1.723 1.389
O 5.049 -2.212 1.103
O -3.641 2.030 0.801
O 4.078 -4.200 -0.349
O -0.953 -0.483 -1.829
N -2.267 0.731 -0.455
C -0.833 5.158 0.699
C 1.357 0.682 -0.208
C 3.889 -1.941 0.416
C -1.486 2.879 0.306
C 0.446 4.853 0.252
C -5.494 -1.829 -1.268
C 1.990 -0.607 -0.309
C 5.735 -1.164 1.756
C -1.797 4.172 0.720
C 3.403 -3.032 -0.336
C -2.555 1.874 0.290
C 0.767 3.569 -0.142
C 3.191 -0.756 0.417
C -0.189 2.552 -0.107
C -4.833 -1.198 -2.306
C -5.076 -1.611 0.038
C -5.816 -2.289 1.157
C 0.113 1.167 -0.469
C -3.359 -0.143 -0.738
C 6.472 -0.249 0.783
C -3.772 -0.348 -2.046
C 2.236 -2.885 -1.069
C -1.025 0.397 -0.999
C 1.540 -1.694 -1.063
C -4.007 -0.772 0.315
H 2.007 1.407 0.272
H 0.650 -1.603 -1.660
H 1.198 5.627 0.206
H 7.182 -0.827 0.196
H -6.325 -2.490 -1.463
H -3.688 -0.606 1.331
H 3.546 0.082 0.999
H 5.776 0.233 0.101
H -5.151 -1.363 -3.324
H 5.048 -0.591 2.390
H 7.011 0.514 1.336
H 1.889 -3.724 -1.651
H 4.862 -4.103 0.210
H 1.759 3.360 -0.511
H 6.452 -1.675 2.404
H -3.258 0.148 -2.854
H -2.806 4.373 1.046
H -1.073 6.161 1.014
```